Record 1
DFT (ωB97M-V/def2-TZVPD) results for C11H30AlClNO6 as an isolated structure.

Net charge: -1
HOMO level: -4.4 eV

Atoms and positions in Å:
C 5.8477 1.0218 0.0143
C 5.2291 -0.0804 -0.4425
C 3.9217 -0.5969 0.0020
Al 2.3526 0.3071 -0.9301
Cl 3.1480 1.5317 -2.6354
C 1.0034 -1.0267 -1.5789
N 0.7251 -1.9684 -0.4502
C 1.5133 1.5936 0.4103
O 0.0513 1.5347 0.5676
C -0.7334 1.7809 -0.4672
C -0.1950 2.5184 -1.6666
O -1.8969 1.4392 -0.4230
H 5.6041 1.4516 0.9828
H 6.6206 1.5091 -0.5700
H 5.7491 -0.6457 -1.2167
H 3.7984 -1.6663 -0.1985
H 3.7598 -0.4090 1.0716
H 0.0884 -0.5115 -1.9052
H 1.4065 -1.5920 -2.4215
H 0.6250 -1.4402 0.4101
H -0.1683 -2.4253 -0.6008
H 1.8415 2.6313 0.2762
H 1.8868 1.3031 1.3962
H 0.0739 1.7752 -2.4220
H -0.9915 3.1596 -2.0349
H 0.7188 3.0724 -1.4644
C 3.9280 1.9463 3.7267
O 3.7702 0.6763 3.1126
H 4.5719 2.5362 3.0785
H 2.9686 2.4617 3.8304
H 4.3993 1.8607 4.7112
H 3.1970 0.1405 3.6679
C -4.8511 -0.8980 0.4758
O -4.3808 -0.6239 -0.8335
H -5.3121 -1.8860 0.4561
H -4.0207 -0.9076 1.1897
H -5.5908 -0.1662 0.8015
H -3.9472 0.2389 -0.8104
C -0.8595 -2.8769 -4.1357
O 0.3703 -2.3579 -4.6318
H -0.8556 -2.7636 -3.0554
H -1.7059 -2.3214 -4.5491
H -0.9547 -3.9369 -4.3926
H 0.3603 -2.4520 -5.5876
C -7.5322 -0.5522 3.1481
O -6.3187 0.1848 3.1462
H -8.2969 0.0840 2.7087
H -7.4470 -1.4630 2.5481
H -7.8386 -0.8199 4.1637
H -5.6337 -0.3712 3.5277

Löwdin atomic charge list, values in e, 8 entries: -0.064 -0.316 -0.240 0.020 0.146 -0.324 -0.073 -0.183

Record 2
DFT (ωB97M-V/def2-TZVPD) results for a 3-piece molecular cluster, C11H30BF3O12P3 overall.

Net charge: -1
HOMO level: -3.9 eV

Atoms and positions in Å:
C -2.1551 -0.1463 2.0608
B -1.4235 -1.5582 1.5261
O -1.9621 -2.1142 0.2658
C -0.1611 -2.2865 2.2874
O -0.1646 -2.0163 3.7547
P 1.4441 -1.6535 4.3791
O 2.1578 -1.4584 2.8019
C 1.3673 -2.1029 1.7241
C 1.6307 -1.2298 0.3449
O 1.3349 0.2055 0.4722
C 0.7816 0.7779 -0.7646
F -0.4658 0.1394 -1.2490
F 1.8378 0.8895 -1.8381
F 0.4056 2.2014 -0.4246
H -2.1564 0.6959 1.2148
H -3.2788 -0.4014 2.2908
H -1.5772 0.3355 2.9715
H -2.6471 -1.4543 -0.1081
H -0.3502 -3.4454 2.0901
H 0.9483 -1.7770 5.7562
H 0.9747 -0.2805 4.3976
H 2.6541 -1.2041 5.0511
H 1.8107 -3.0427 4.5568
H 1.9039 -3.1596 1.6530
H 1.0555 -1.7827 -0.5113
H 2.7904 -1.3714 0.0987
C 1.2276 8.8308 2.3076
O 2.1387 8.5826 1.2502
P 2.2449 6.9991 0.5615
O 0.7452 6.7910 0.8243
O 3.0861 6.4764 1.8778
C 4.3520 7.0646 2.1034
O 2.3510 5.4156 -0.1272
C 1.1991 4.7826 -0.6534
H 1.5202 9.7629 2.8002
H 0.2171 8.9594 1.9161
H 1.2510 8.0256 3.0499
H 4.2620 7.8026 2.9071
H 4.7327 7.5564 1.2036
H 5.0562 6.2897 2.4142
H 0.6331 5.4649 -1.2911
H 0.5781 4.3976 0.1589
H 1.5243 3.9320 -1.2609
C -5.0031 -5.4330 -4.0697
O -4.0415 -5.7067 -3.0646
P -2.4286 -5.1036 -3.2314
O -2.9741 -3.8632 -3.9563
O -2.1035 -6.2661 -4.3523
C -2.1461 -7.6092 -3.9124
O -0.8157 -4.5005 -3.3983
C -0.5819 -3.1158 -3.5792
H -5.8348 -6.1334 -3.9481
H -5.3952 -4.4210 -3.9549
H -4.5809 -5.5686 -5.0715
H -3.0849 -8.0623 -4.2470
H -2.0814 -7.6774 -2.8226
H -1.3126 -8.1578 -4.3565
H -1.1649 -2.5236 -2.8709
H -0.8056 -2.8287 -4.6093
H 0.4803 -2.9225 -3.3988

Löwdin atomic charge list, values in e, 8 entries: -0.054 -0.340 -0.012 -0.226 -0.404 0.319 -0.394 -0.255

Record 3
DFT (ωB97M-V/def2-TZVPD) results for C11H30BaF3O9 as an isolated structure.

Net charge: -1
HOMO level: -3.6 eV

Atoms and positions in Å:
Ba -0.2695 0.3515 0.4327
C 2.4749 0.2289 -1.7603
O 1.4950 -0.7869 -1.6121
O 1.9755 1.3102 -1.1106
C 3.9187 -0.2017 -1.3958
F 4.4652 -0.9427 -2.4028
F 4.7082 0.8446 -1.2040
F 3.9764 -0.9944 -0.2980
C 1.5234 -1.8735 -2.5313
C 0.5703 -2.9176 -1.9408
H -0.4123 -2.4953 -1.6969
H 0.3696 -3.7752 -2.5835
H 0.9487 -3.2019 -0.9578
H 2.4874 -2.3871 -2.4565
H 1.2826 -1.5824 -3.5527
H 2.4789 0.5517 -2.8177
O -2.9188 1.5307 -0.1894
C -3.7165 1.2769 0.9618
C -3.1311 1.1902 2.3997
O -2.0550 0.3433 2.7322
H -4.1946 0.2977 0.7402
H -4.5515 1.9982 0.9508
H -3.9991 0.8113 2.9731
H -2.9637 2.2259 2.7470
C 3.1073 1.1366 2.6032
O 1.7357 1.2895 2.3024
H 3.2343 0.4834 3.4770
H 3.6159 0.6193 1.7910
H 3.6623 2.0580 2.7923
H 1.3598 1.7812 3.0433
C 1.0453 -1.8602 3.0874
O 1.0805 -1.9161 1.6685
H 2.0264 -2.0656 3.5349
H 0.7146 -0.8752 3.3994
H 0.3806 -2.6378 3.4750
H 1.2179 -2.8140 1.3650
C -0.0822 4.2308 -0.4740
O -0.7092 3.1661 0.2145
H -0.6037 5.1829 -0.2901
H 0.9237 4.4034 -0.0930
H -0.0566 4.0647 -1.5536
H -1.6204 3.0874 -0.1550
C -1.2460 0.6228 -3.3073
O -1.6141 -0.0984 -2.1270
H -0.8864 1.6223 -3.0474
H -0.4229 0.0912 -3.7831
H -2.1076 0.6870 -3.9761
H -2.3502 0.4345 -1.7478
C -2.9328 -2.6644 0.1583
O -2.0677 -1.6604 0.6347
H -3.0826 -3.4381 0.9246
H -3.9109 -2.2747 -0.1368
H -2.4608 -3.1677 -0.6867
H -2.4134 -1.2909 1.4788

Löwdin atomic charge list, values in e, 8 entries: 1.999 -0.516 -0.214 -0.298 -0.550 0.093 0.153 0.117

| no. | frontier orbital gap (eV) | lowest unoccupied orbital energy (eV) |
| --- | --- | --- |
| 1 | 6.83 | 2.47 |
| 2 | 2.64 | -1.26 |
| 3 | 5.87 | 2.29 |